Density functional theory data (ωB97M-V with the def2-TZVPD basis set) for a 2-piece molecular cluster, C4H12NO overall at a distorted geometry.

CARTESIAN COORDINATES (ANGSTROEM)
C  -0.710  1.150  -1.038
C  -1.307  -1.044  -0.242
C  -0.425  0.608  1.356
C  1.811  -0.707  -0.406
N  -0.488  0.103  -0.044
O  2.595  -0.190  0.450
H  -0.610  2.108  -0.681
H  0.064  0.981  -1.822
H  -1.702  0.990  -1.509
H  -2.294  -0.719  0.016
H  -1.263  -1.413  -1.265
H  -1.116  -1.870  0.417
H  0.611  0.958  1.379
H  -1.035  1.463  1.553
H  -0.362  -0.220  2.169
H  1.372  -1.693  -0.436
H  1.989  0.074  -1.197
H  2.869  -0.580  1.300

Summary:
**HOMO energy**: -13.51 eV
**LUMO energy**: -4.964 eV
**Spin multiplicity**: 1
**Energy relative to the best compared isomer or geometry (same formula, charge and spin)**: 378.70 kJ/mol
**Gap between HOMO and LUMO**: 8.5490 eV
**Charge**: +1

***

Density functional theory data (ωB97M-V with the def2-TZVPD basis set) for a 2-piece molecular cluster, C4H12NO overall.

CARTESIAN COORDINATES (ANGSTROEM)
C  2.406  -1.497  -0.455
C  1.611  -0.611  -1.400
C  0.444  0.123  -0.805
C  0.266  0.288  0.489
N  -0.920  0.996  0.975
H  3.243  -0.959  0.001
H  1.742  -1.970  0.249
H  2.857  -2.308  -1.024
H  2.266  0.107  -1.872
H  1.205  -1.247  -2.188
H  -0.209  0.500  -1.583
H  0.888  -0.201  1.224
H  -1.094  0.894  1.980
H  -1.757  0.716  0.457
H  -0.844  2.004  0.834
H  -4.055  0.997  1.833
H  -4.312  1.351  0.356
O  -3.738  0.817  0.929

Summary:
**HOMO energy**: -14.46 eV
**LUMO energy**: -3.447 eV
**Spin multiplicity**: 1
**Energy relative to the best compared isomer or geometry (same formula, charge and spin)**: 106.62 kJ/mol
**Gap between HOMO and LUMO**: 11.0110 eV
**Charge**: +1

***

Density functional theory data (ωB97M-V with the def2-TZVPD basis set) for a 2-piece molecular cluster, C4H12NO overall at a distorted geometry.

CARTESIAN COORDINATES (ANGSTROEM)
C  1.642  -2.259  -0.279
C  0.456  -1.506  -0.784
C  0.801  -0.089  -0.598
C  -0.091  0.651  0.041
N  -0.254  2.150  0.185
H  1.505  -3.008  0.410
H  2.426  -1.636  0.159
H  2.336  -2.719  -0.965
H  -0.562  -1.707  -0.366
H  0.479  -1.760  -1.973
H  1.818  0.177  -0.897
H  -1.071  0.179  0.258
H  -0.070  2.552  -0.843
H  -1.320  2.289  0.466
H  0.411  2.566  0.914
H  -3.432  1.278  0.805
H  -2.508  1.540  2.229
O  -2.568  1.301  1.239

Summary:
**HOMO energy**: -13.94 eV
**LUMO energy**: -3.579 eV
**Spin multiplicity**: 1
**Energy relative to the best compared isomer or geometry (same formula, charge and spin)**: 261.14 kJ/mol
**Gap between HOMO and LUMO**: 10.3642 eV
**Charge**: +1

***

Density functional theory data (ωB97M-V with the def2-TZVPD basis set) for an isolated ion of composition C4H12NO and charge +1 at a distorted geometry.

CARTESIAN COORDINATES (ANGSTROEM)
N  -1.420  0.356  1.233
C  -0.549  -0.865  1.120
C  0.627  -1.085  -0.044
C  1.379  0.291  -0.356
C  0.617  1.074  -1.375
O  -0.730  0.695  -1.130
H  -1.108  1.088  0.671
H  -1.588  0.551  2.266
H  -2.401  0.057  0.940
H  0.124  -1.081  1.906
H  -1.222  -1.820  1.005
H  1.326  -1.777  0.342
H  0.216  -1.559  -0.893
H  2.522  -0.022  -0.573
H  1.446  0.791  0.586
H  0.718  2.180  -1.384
H  0.881  0.979  -2.448
H  -0.837  0.148  -1.867

Summary:
**HOMO energy**: -14.98 eV
**LUMO energy**: -3.511 eV
**Spin multiplicity**: 1
**Energy relative to the best compared isomer or geometry (same formula, charge and spin)**: 255.96 kJ/mol
**SMILES**: [NH3+]CCCCO
**Gap between HOMO and LUMO**: 11.4709 eV
**Charge**: +1

***

Density functional theory data (ωB97M-V with the def2-TZVPD basis set) for a 2-piece molecular cluster, C4H12NO overall at a distorted geometry.

CARTESIAN COORDINATES (ANGSTROEM)
C  0.087  0.358  -1.235
C  -0.029  -1.207  -1.476
C  0.047  -2.150  -0.269
C  1.177  -2.682  0.401
N  0.406  0.443  0.274
H  -0.768  1.057  -1.381
H  0.928  0.747  -1.817
H  0.674  -1.364  -2.303
H  -1.022  -1.397  -1.997
H  -0.784  -2.854  -0.187
H  2.178  -2.452  0.090
H  1.067  -3.511  1.048
H  0.940  -0.502  0.667
H  -1.051  4.378  2.707
H  0.820  1.302  0.484
H  -0.625  0.680  0.743
H  -2.434  4.337  2.151
O  -1.611  4.816  2.099

Summary:
**HOMO energy**: -14.27 eV
**LUMO energy**: -3.885 eV
**Spin multiplicity**: 1
**Energy relative to the best compared isomer or geometry (same formula, charge and spin)**: 314.28 kJ/mol
**Gap between HOMO and LUMO**: 10.3901 eV
**Charge**: +1

***

Density functional theory data (ωB97M-V with the def2-TZVPD basis set) for a 2-piece molecular cluster, C4H12NO overall at a distorted geometry.

CARTESIAN COORDINATES (ANGSTROEM)
C  2.584  -1.107  -0.723
C  1.292  0.786  0.366
C  -1.897  1.230  -0.169
C  -2.686  0.074  -0.061
N  1.443  -0.588  0.008
O  -2.319  -0.800  0.970
H  2.922  -0.206  -1.318
H  3.428  -1.369  -0.083
H  2.452  -2.000  -1.379
H  0.134  1.044  0.052
H  1.347  0.784  1.486
H  2.004  1.288  -0.215
H  -1.686  1.728  0.770
H  -1.677  1.802  -0.993
H  -3.641  0.646  0.250
H  -3.127  -0.432  -0.897
H  0.804  -1.197  0.374
H  -2.983  -1.558  0.874

Summary:
**HOMO energy (spin up / spin down)**: -11.94 / -14.38 eV
**LUMO energy (spin up / spin down)**: -6.989 / -4.891 eV
**Spin multiplicity**: 1
**Energy relative to the best compared isomer or geometry (same formula, charge and spin)**: 546.62 kJ/mol
**Gap between HOMO and LUMO (spin up / spin down)**: 4.9536 / 9.4874 eV
**Charge**: +1